No. 1
The following is a quantum chemistry calculation of one molecule with the formula C2H2INS2 in a non-equilibrium geometry, from OMol25.

Each line ends with the natural charge from an NBO analysis.
Positions of all 8 atoms, in Å:
1 C -0.7354 0.3553 0.0082  0.133
2 C 0.3137 -0.7012 -0.0883  -0.632
3 N -0.8292 1.5518 0.1343  -0.280
4 S 1.8277 0.2821 -0.5810  0.207
5 S 1.6289 1.8774 0.5766  -0.009
6 I -2.8623 -0.5249 0.1282  0.047
7 H 0.4697 -1.3551 0.7375  0.264
8 H 0.1868 -1.4855 -0.9155  0.270

frontier orbital gap (spin up / spin down) = 6.57 / 6.89 eV
LUMO level (spin up / spin down) = -0.0789 / -0.0796 Ha
net charge = 0

---

No. 2
The following is a quantum chemistry calculation of C2H2LiO2Sn as an isolated structure in a non-equilibrium geometry, from OMol25.

Each line ends with the natural charge from an NBO analysis.
Positions of all 8 atoms, in Å:
1 C 1.5258 0.6361 -0.6014  0.244
2 C 0.5879 -0.0833 0.0948  0.358
3 O -0.4276 0.5861 0.6904  -0.591
4 O 1.1868 1.1562 -1.8038  -0.393
5 H 2.4601 0.9338 -0.1026  0.210
6 Sn -4.0354 -1.3585 0.0009  0.230
7 Li -1.9261 -0.6937 1.5676  0.753
8 H 0.6285 -1.1767 0.1540  0.189

frontier orbital gap (spin up / spin down) = 6.00 / 6.02 eV
LUMO level (spin up / spin down) = -0.2022 / -0.2022 Ha
net charge = +1

---

Per-record energy above the lowest of the compared OMol25 structures with the same formula, charge and spin, kJ/mol: 169.8; 198.2
Per-record molar mass, g/mol: 231.083; 183.688